(1)
{
  "formula": "CH12N2O4",
  "method": "ωB97M-V/def2-TZVPD",
  "smiles": "[H]/N=C/N.O.O.O.O",
  "homo_lumo_gap_ev": 10.212,
  "energy_ev": -12401.771,
  "multiplicity": 1,
  "species": ["H", "H", "H", "H", "O", "H", "H", "N", "H", "H", "O", "C", "N", "H", "H", "O", "H", "O", "H"],
  "xyz": [[0.98, 0.23, -2.18], [-1.57, 0.23, -0.71], [-1.79, -3.63, -0.77], [2.92, 2.54, -0.43], [0.07, 3.18, 1.32], [-0.30, -2.13, 1.79], [1.41, -1.50, -0.80], [-1.06, 0.27, -1.59], [-1.16, -2.28, -0.69], [-0.18, 2.76, 0.50], [-2.01, -2.74, -0.52], [0.26, -0.12, -1.45], [0.50, -1.08, -0.64], [1.81, 2.67, 0.67], [-0.57, 2.94, 1.97], [0.03, -2.64, 2.50], [-0.12, -2.14, 3.30], [2.01, 2.27, -0.19], [-1.26, 1.15, -2.06]]
}

***

(2)
{
  "formula": "CH12N2O4",
  "method": "ωB97M-V/def2-TZVPD",
  "smiles": "[H]/N=C/N.O.O.O.O",
  "homo_lumo_gap_ev": 10.354,
  "energy_ev": -12402.287,
  "multiplicity": 1,
  "species": ["H", "H", "O", "N", "H", "O", "H", "H", "H", "O", "H", "H", "H", "H", "C", "H", "H", "N", "O"],
  "xyz": [[1.94, 0.86, 2.33], [-2.58, -2.31, 0.61], [-2.20, -2.98, 0.02], [0.45, 0.52, -1.69], [0.26, -0.12, -0.93], [2.38, -1.37, -0.16], [2.45, -0.91, 0.70], [-1.16, 1.31, 0.64], [0.57, 0.40, 1.95], [-0.99, 0.79, 1.46], [0.31, 2.45, -2.27], [-1.87, 0.62, 1.81], [3.12, -2.00, -0.20], [-1.52, 2.91, -1.31], [-0.21, 1.71, -1.66], [1.32, 0.50, -2.18], [-1.27, -3.01, 0.08], [-1.28, 1.96, -1.00], [1.50, 0.06, 2.06]]
}

***

(3)
{
  "formula": "CH12O4S2",
  "method": "ωB97M-V/def2-TZVPD",
  "smiles": "CSS.O.O.O.O",
  "homo_lumo_gap_ev": 9.238,
  "energy_ev": -31092.243,
  "multiplicity": 1,
  "species": ["H", "H", "C", "S", "O", "O", "H", "H", "H", "H", "H", "S", "H", "O", "O", "H", "H", "H", "H"],
  "xyz": [[-2.65, 0.43, 1.47], [1.38, -2.92, -1.92], [-1.72, 0.92, 1.22], [-1.56, -1.27, 3.16], [2.58, 0.07, -0.43], [0.62, -2.97, -2.49], [-0.51, 0.64, -1.60], [-1.06, -0.62, 4.24], [-1.69, -0.31, -1.91], [-1.54, 1.80, 1.82], [0.90, 2.81, -0.17], [-0.42, -0.32, 1.68], [-1.74, 1.02, 0.14], [0.62, 2.04, -0.65], [-0.75, -0.28, -1.73], [3.54, -0.08, -0.51], [0.23, -2.11, -2.27], [2.41, -0.30, 0.45], [1.37, 1.43, -0.51]]
}

***

(4)
{
  "formula": "CH12O7",
  "method": "ωB97M-V/def2-TZVPD",
  "homo_lumo_gap_ev": 4.253,
  "energy_ev": -15556.940,
  "multiplicity": 1,
  "species": ["O", "O", "H", "H", "H", "H", "H", "H", "O", "H", "O", "H", "H", "O", "H", "H", "O", "H", "O", "C"],
  "xyz": [[-0.70, 1.74, 0.91], [1.98, 0.88, -1.13], [-2.33, -1.17, 2.28], [0.24, 1.55, 0.81], [2.14, 0.82, 0.23], [-1.93, 0.76, -0.79], [0.52, 0.26, -1.40], [2.67, 0.86, -1.81], [1.13, -1.94, -0.34], [1.38, -2.61, 0.30], [2.19, 0.65, 1.26], [-2.13, -0.36, -2.21], [2.33, 1.53, 1.61], [-1.43, -1.11, -0.52], [-1.66, -0.75, 0.93], [0.20, -1.75, -0.17], [-0.33, 0.25, -1.97], [-1.03, 1.01, 1.51], [-1.81, -0.50, 1.86], [-1.43, -0.12, -1.36]]
}

***

(5)
{
  "formula": "CH13N3O4",
  "method": "ωB97M-V/def2-TZVPD",
  "smiles": "N=C(N)N.O.O.O.O",
  "homo_lumo_gap_ev": 9.855,
  "energy_ev": -13908.203,
  "multiplicity": 1,
  "species": ["H", "O", "N", "H", "H", "H", "H", "H", "H", "O", "H", "N", "C", "H", "H", "O", "O", "H", "H", "H", "N"],
  "xyz": [[-2.03, 0.83, -4.72], [2.29, 2.08, -0.58], [1.18, -0.10, 1.19], [3.15, 2.20, -0.99], [-2.22, -0.14, -1.15], [-2.61, 1.44, -1.31], [-0.40, -1.86, 1.40], [2.04, -0.49, 3.97], [1.86, 0.66, 1.18], [-2.79, 0.52, -1.57], [-0.92, -1.65, 2.92], [1.22, -0.06, 3.58], [0.78, -0.51, 2.33], [0.01, -1.17, -0.95], [1.97, 1.20, -0.81], [-1.20, 0.49, -4.39], [-0.90, -1.40, -1.11], [-1.28, 0.69, -3.46], [-0.86, -1.84, -1.94], [0.83, 0.67, 4.14], [-0.12, -1.54, 2.30]]
}

***

(6)
{
  "formula": "CH13NO4",
  "method": "ωB97M-V/def2-TZVPD",
  "homo_lumo_gap_ev": 10.628,
  "energy_ev": -10927.676,
  "multiplicity": 1,
  "species": ["H", "H", "H", "O", "H", "H", "H", "H", "H", "H", "H", "H", "H", "O", "O", "C", "H", "O", "N"],
  "xyz": [[-0.96, -0.84, -0.04], [-1.42, 1.27, 1.17], [-0.08, -1.75, -1.88], [1.31, -0.98, -2.00], [-2.49, -0.02, 1.60], [-1.17, 0.28, 2.73], [1.09, 2.20, 0.47], [0.53, -0.15, 0.61], [1.63, -0.27, -1.26], [-0.27, -1.51, 1.35], [1.43, -0.42, -2.78], [-1.30, -1.87, -2.78], [2.36, -0.10, 0.57], [0.34, 2.66, 0.89], [1.59, 0.32, 0.17], [-1.39, 0.28, 1.67], [0.49, 3.51, 0.46], [-1.09, -1.90, -1.85], [-0.61, -0.69, 0.91]]
}

***

(7)
{
  "formula": "CH13NSi4",
  "method": "ωB97M-V/def2-TZVPD",
  "homo_lumo_gap_ev": 8.673,
  "energy_ev": -34246.098,
  "multiplicity": 1,
  "species": ["N", "H", "C", "H", "H", "H", "H", "H", "H", "H", "Si", "H", "Si", "H", "H", "H", "Si", "H", "Si"],
  "xyz": [[-1.10, -0.25, -0.39], [-0.38, 1.99, -1.12], [1.60, 0.18, 1.50], [-1.94, -0.58, 2.00], [-1.94, 1.92, 0.94], [0.51, 0.35, 1.49], [-1.45, -2.51, 0.36], [-3.55, -1.50, 0.13], [0.22, -0.99, -3.08], [-2.80, 1.54, -1.07], [2.28, 0.10, -0.29], [0.64, -2.42, -1.25], [-2.07, -1.25, 0.52], [3.49, -0.80, -0.35], [1.78, -0.68, 2.04], [2.01, 0.89, 2.13], [0.70, -1.06, -1.60], [2.76, 1.32, -1.17], [-1.54, 1.43, -0.39]]
}

***

(8)
{
  "formula": "CH14F3NaO10S",
  "method": "ωB97M-V/def2-TZVPD",
  "homo_lumo_gap_ev": 4.038,
  "energy_ev": -45141.109,
  "multiplicity": 1,
  "species": ["Na", "H", "O", "H", "H", "H", "H", "O", "F", "H", "F", "O", "H", "O", "C", "H", "O", "H", "O", "O", "O", "S", "F", "H", "H", "H", "H", "O", "O", "H"],
  "xyz": [[0.44, 0.48, -1.10], [-3.26, -3.14, -2.17], [1.39, -4.72, -1.05], [1.58, -5.30, -0.31], [-2.85, 3.46, -3.07], [0.13, 4.98, 0.63], [-2.51, 3.22, -4.52], [4.75, 0.70, -0.23], [-3.33, -3.39, 6.48], [5.17, 0.91, 0.60], [-2.17, -2.17, 7.91], [-2.20, 3.05, -3.64], [0.14, 4.66, 2.11], [-2.56, -0.17, 6.00], [-2.17, -2.76, 6.67], [2.03, 0.39, -6.29], [2.76, 4.74, -3.26], [-4.29, -2.37, -2.96], [2.64, 0.30, -5.56], [-3.36, -2.39, -2.75], [-3.05, -1.73, 4.28], [-2.15, -1.37, 5.35], [-1.16, -3.65, 6.50], [2.95, 3.81, -3.42], [2.17, 5.00, -3.97], [5.29, 0.01, -0.61], [3.14, -0.49, -5.76], [-0.82, -1.30, 4.68], [-0.33, 4.47, 1.30], [1.62, -5.23, -1.83]]
}

***

(9)
{
  "formula": "CH14FeO6",
  "method": "ωB97M-V/def2-TZVPD",
  "homo_lumo_gap_ev": 3.119,
  "energy_ev": -47909.612,
  "multiplicity": 1,
  "total_charge": 2,
  "species": ["H", "H", "H", "H", "H", "C", "H", "O", "H", "H", "H", "H", "O", "H", "O", "Fe", "O", "O", "H", "H", "O", "H"],
  "xyz": [[3.05, -2.48, 2.92], [-2.15, -3.71, -0.75], [2.91, 4.67, 1.21], [-2.44, 2.59, -2.56], [-3.06, -3.68, -2.70], [-2.42, -2.83, -2.46], [-2.15, 0.67, 3.93], [2.31, -1.93, 3.17], [-2.31, 3.87, -1.76], [3.60, -0.91, -2.75], [4.43, -0.02, -1.84], [3.11, 3.55, 2.20], [-1.85, -2.92, -1.21], [-2.85, 1.79, 3.20], [-2.12, 1.18, 3.13], [0.31, 0.46, 0.33], [2.70, 3.75, 1.36], [-1.92, 3.00, -1.86], [2.13, -2.16, 4.08], [-1.60, -2.63, -3.16], [3.53, -0.19, -2.12], [-3.19, -2.07, -2.37]]
}

***

(10)
{
  "formula": "CH14N2O6",
  "method": "ωB97M-V/def2-TZVPD",
  "smiles": "NC(N)=O.O.O.O.O.O",
  "homo_lumo_gap_ev": 11.048,
  "energy_ev": -16530.813,
  "multiplicity": 1,
  "species": ["O", "H", "H", "O", "O", "H", "H", "N", "O", "N", "H", "O", "H", "O", "H", "C", "H", "H", "H", "H", "H", "H", "H"],
  "xyz": [[-1.39, -2.64, -0.98], [0.16, 0.89, 2.83], [3.29, -0.59, 1.29], [-1.32, 0.21, 0.11], [-1.47, 2.32, -2.02], [-1.74, 1.86, -1.21], [-1.12, 2.93, 1.71], [-1.55, 2.10, 1.34], [1.60, -2.80, -0.51], [-0.18, 0.36, 2.05], [1.71, -2.54, -1.43], [2.39, -0.69, 0.98], [0.43, -0.37, 1.69], [1.44, 1.33, -1.31], [1.58, 0.51, -0.81], [-0.96, 0.89, 1.08], [2.24, -1.62, 0.72], [-1.49, -1.91, -0.36], [0.48, 1.34, -1.20], [0.82, -3.36, -0.44], [-2.43, 2.24, 0.86], [-1.03, 1.67, -2.59], [-1.45, -2.15, -1.81]]
}

***

(11)
{
  "formula": "CH14N3O4",
  "method": "ωB97M-V/def2-TZVPD",
  "homo_lumo_gap_ev": 11.758,
  "energy_ev": -13920.395,
  "multiplicity": 1,
  "total_charge": 1,
  "species": ["H", "O", "H", "N", "H", "O", "N", "H", "N", "H", "H", "H", "O", "H", "H", "H", "H", "H", "H", "C", "O", "H"],
  "xyz": [[-0.99, 2.45, 1.01], [0.08, -1.49, -2.50], [-1.70, 1.29, -1.12], [-0.46, 1.61, 1.12], [-0.61, 0.24, -1.73], [2.69, -2.11, -0.74], [0.57, -0.25, 0.32], [0.77, -0.93, -0.41], [-0.70, 1.04, -1.11], [3.21, -2.84, -0.38], [-0.10, 1.37, 2.03], [-3.71, 2.13, 0.36], [-3.46, 2.03, -0.56], [0.83, -0.44, 4.23], [2.00, -0.53, 3.20], [-0.54, -1.84, -3.15], [-4.18, 1.58, -1.02], [0.97, -1.69, -2.83], [1.12, -0.36, 1.15], [-0.22, 0.78, 0.12], [1.05, -0.37, 3.29], [3.37, -1.67, -1.28]]
}

***

(12)
{
  "formula": "CH14O7",
  "method": "ωB97M-V/def2-TZVPD",
  "homo_lumo_gap_ev": 9.214,
  "energy_ev": -15590.680,
  "multiplicity": 1,
  "species": ["H", "O", "O", "H", "O", "H", "H", "C", "H", "H", "H", "O", "O", "H", "H", "H", "H", "O", "H", "H", "O", "H"],
  "xyz": [[-1.32, -0.05, -3.22], [1.04, -0.41, 2.61], [-0.55, -0.52, -2.94], [-0.27, -1.20, -3.40], [-1.08, 1.09, 1.45], [2.01, -1.34, -1.91], [-2.30, -2.79, -0.04], [-2.00, -1.64, 0.20], [-0.73, 0.27, 1.13], [1.12, 2.68, 0.92], [2.02, -0.32, 2.64], [-1.88, -1.71, 1.50], [0.01, 1.73, -2.10], [0.51, 0.95, -1.72], [-1.55, 0.82, 2.21], [-1.97, -2.24, 2.30], [0.62, 0.42, 2.92], [2.22, -0.71, -1.13], [0.54, 1.89, 0.27], [2.65, -1.23, -0.45], [1.49, 1.80, 0.64], [0.44, 2.05, -2.85]]
}

***

Which value of multiplicity does entry 12 give? 1